Record 1
One molecule with the formula C4H11B in a non-equilibrium geometry, computed with wB97M-V/def2-TZVPD.

Structure (ORCA input):
```
! RIJCOSX wB97M-V def2-TZVPD def2/J DEFGRID3
* xyz 0 1
C -0.55796 -1.30616 0.29332
C -0.09913 0.09763 0.16800
C 1.33777 -0.09294 -0.71931
C -1.09201 0.89416 -0.72605
B 0.35349 0.79330 1.53108
H 1.05130 -0.94861 -1.40197
H 1.15693 0.23227 2.09665
H 0.35435 -1.91500 0.75395
H -1.41010 0.34465 -1.52820
H 1.50144 0.76285 -1.24842
H -1.41730 -1.65385 0.91198
H -0.14217 1.72468 2.16086
H 2.28783 -0.28309 -0.24087
H -1.89858 1.14622 -0.09441
H -0.64309 1.74093 -1.19590
H -0.78277 -1.53703 -0.76071
*
```

Electronic energy ... -183.7655 Ha
Gap between HOMO and LUMO ... 10.63 eV
HOMO ... -10.25 eV
SMILES string ... BC(C)(C)C
Relative energy (zero: lowest compared OMol25 entry of this formula, charge and spin) ... 213.5 kJ/mol



Record 2
A 2-piece molecular cluster, C7H19N4O5P2 overall in a non-equilibrium geometry, computed with wB97M-V/def2-TZVPD.

Structure (ORCA input):
```
! RIJCOSX wB97M-V def2-TZVPD def2/J DEFGRID3
* xyz 1 1
P 2.46767 -3.08785 -2.23439
P -0.88041 1.06919 0.35117
O -0.30022 2.19281 -0.54308
O 0.86660 -2.88283 -2.52662
O 2.52799 -4.35015 -3.39606
O 2.46485 -1.70804 -1.21417
O 2.68469 -4.03177 -1.06043
N -4.40007 2.69214 1.69894
N -2.17378 3.34777 2.30086
N -3.04705 4.14468 2.97697
N -2.53209 1.50179 0.73996
C -2.98294 2.47526 1.54883
C -4.39336 3.79113 2.64198
C 3.83682 -4.85932 -3.65094
C 2.23037 -0.45702 -1.86177
C -0.28600 2.65682 3.82460
C -0.00023 -4.00663 -2.47845
C -0.72702 3.53300 2.53498
H -0.85212 3.12524 4.70970
H -0.04814 0.77066 1.47259
H -0.90661 -0.10626 -0.49259
H 4.18139 -5.45529 -2.80404
H 4.53366 -4.03981 -3.83717
H -0.10744 -4.42742 -3.47951
H 3.79460 -5.49309 -4.53724
H 0.36245 -4.77557 -1.79425
H -0.98158 -3.67044 -2.13936
H -5.35063 4.25500 3.04533
H -0.62666 1.57586 3.76973
H 1.18362 -0.37752 -2.16600
H 0.81823 2.78553 4.06811
H -0.05464 3.38357 1.63328
H -3.26734 0.93077 0.28225
H 2.87983 -0.35055 -2.73313
H 2.45041 0.34480 -1.15556
H -0.57854 4.62609 2.86104
H -2.78631 4.87743 3.64445
*
```

Electronic energy ... -1555.6901 Ha
Gap between HOMO and LUMO ... 7.37 eV
HOMO ... -11.39 eV



Record 3
C23H16Br2F6N9O6ReS3 as an isolated structure in a non-equilibrium geometry, computed with wB97M-V/def2-TZVPD.

Structure (ORCA input):
```
! RIJCOSX wB97M-V def2-TZVPD def2/J DEFGRID3
* xyz 1 2
Re 0.59595 -0.19918 0.42656
Br -3.99432 5.14757 -0.16612
Br -2.33328 0.87080 -3.51589
S 1.43011 -2.17806 -0.72702
S -2.19746 -4.14166 -0.14432
S -2.32928 -1.70766 1.03672
F -2.99934 0.00298 2.97251
F -4.22249 -1.77680 2.93589
F -2.18757 -1.86905 3.65551
F -4.58091 -4.01964 -1.41496
F -3.04411 -2.67329 -2.11573
F -2.93879 -4.75904 -2.62032
O -2.27143 -5.50279 0.22991
O -0.89022 -1.60495 1.25393
O -0.65010 0.28064 -1.12640
O -0.93915 -3.63701 -0.64013
O -2.87375 -0.70939 0.17309
O 1.50466 -0.77854 2.18186
N -0.54183 1.39852 1.24363
N 0.32606 -3.05726 -2.93164
N 1.60886 0.10909 -2.23809
N 4.41433 -0.52554 0.50640
N 2.10206 1.35208 -0.01054
N 1.41418 -2.66282 3.42278
N -2.84800 -3.15836 0.90801
N 1.05609 -0.84016 -2.98146
N 4.36427 -4.51219 2.56033
C 3.93749 -1.35349 1.15057
C 3.98093 3.41522 -0.26363
C 1.68162 1.36608 -2.39893
C 1.24506 2.20395 -3.55438
C 0.85914 -2.00997 -2.33230
C 3.88847 -3.50435 2.27652
C 2.83870 1.76643 1.02836
C -3.00057 -1.32055 2.74792
C 2.32346 1.95423 -1.20540
C -0.51777 1.87906 2.47230
C -3.28789 -3.90844 -1.65224
C -2.17754 3.53592 1.95714
C 3.30071 -2.26991 1.99047
C -1.41666 1.91962 0.35374
C 2.03300 -1.89028 2.51963
C 3.79808 2.75889 0.94235
C -2.32700 1.76603 -1.87708
C -2.23903 3.03215 0.64537
C -3.03732 3.53595 -0.41306
C -3.08685 2.90415 -1.64078
C -1.44434 1.26720 -0.91504
C 3.21431 3.01171 -1.34007
C -1.34162 2.93390 2.86956
H -2.78132 4.38683 2.23279
H 3.34662 3.46775 -2.30610
H 4.71378 4.19833 -0.36951
H 4.40473 2.99500 1.80135
H -3.70305 3.31871 -2.42576
H 0.52319 1.67919 -4.17562
H 0.61318 -0.65963 -3.88606
H -1.29657 3.28153 3.88706
H 0.79277 3.12898 -3.20381
H 1.80266 -3.55080 3.70241
H 0.18996 1.42964 3.15600
H 0.47057 -2.43316 3.69579
H 2.66507 1.28126 1.97820
H 2.10514 2.46108 -4.16986
H -0.10146 -3.01222 -3.84634
H 0.05582 -3.81426 -2.30608
*
```

Electronic energy ... -8850.1551 Ha
Gap between HOMO and LUMO (spin up / spin down) ... 5.09 / 5.31 eV
HOMO (spin up / spin down) ... -10.78 / -10.80 eV
Relative energy (zero: lowest compared OMol25 entry of this formula, charge and spin) ... 138.6 kJ/mol
⟨S²⟩ ... 0.7623



Record 4
One molecule with the formula CH3NOS in a non-equilibrium geometry, computed with wB97M-V/def2-TZVPD.

Structure (ORCA input):
```
! RIJCOSX wB97M-V def2-TZVPD def2/J DEFGRID3
* xyz 0 1
S 2.01992 -0.83639 0.00308
O 0.84131 1.60596 0.00798
N 0.62290 0.46000 -0.17580
C -0.59304 -0.18593 -0.06799
H -1.38158 0.19764 -0.61501
H -1.01246 0.05531 0.99786
H -0.49705 -1.29660 -0.15012
*
```

Electronic energy ... -567.9409 Ha
Gap between HOMO and LUMO (spin up / spin down) ... 7.41 / 7.41 eV
HOMO (spin up / spin down) ... -8.91 / -8.91 eV
SMILES string ... C[N+]([O-])=S
Relative energy (zero: lowest compared OMol25 entry of this formula, charge and spin) ... 419.7 kJ/mol



Record 5
One molecule with the formula C14H12FN3O2S in a non-equilibrium geometry, computed with wB97M-V/def2-TZVPD.

Structure (ORCA input):
```
! RIJCOSX wB97M-V def2-TZVPD def2/J DEFGRID3
* xyz 0 1
S -4.33279 1.55735 -0.44091
F 4.50634 -1.25674 0.93683
O -0.99824 -2.83527 0.56216
O 1.60242 0.02716 -1.72763
N 2.02454 -1.54220 -0.17797
N -2.00094 -0.29778 -0.52740
N -0.83533 -0.94862 -0.72810
C 3.34865 0.49276 -0.20084
C -5.26521 -0.30912 1.06538
C 2.26164 -0.35512 -0.76945
C 3.32335 1.84883 -0.52890
C -4.14551 0.01710 0.34077
C -5.90730 1.73088 0.21961
C 4.29211 2.71888 -0.06972
C 1.02980 -2.45704 -0.69398
C -2.94983 -0.75254 0.19734
C 4.40152 0.05025 0.59474
C -6.26959 0.67122 0.99405
C 5.32462 2.24832 0.72577
C 5.38362 0.90615 1.05660
C -0.39033 -2.11717 -0.20264
H 1.04515 -2.40377 -1.78728
H -5.35478 -1.22270 1.62554
H 2.51757 2.19320 -1.15924
H 1.27156 -3.46834 -0.36664
H 2.51327 -1.81620 0.65765
H -0.19868 -0.42822 -1.33783
H 6.08727 2.92118 1.08618
H -2.92350 -1.70207 0.72810
H 4.24516 3.76372 -0.33420
H -7.21825 0.59423 1.49454
H -6.47874 2.61028 -0.00302
H 6.18030 0.50880 1.66563
*
```

Electronic energy ... -1353.5014 Ha
Gap between HOMO and LUMO ... 8.34 eV
HOMO ... -8.08 eV
SMILES string ... O=C(CNC(=O)c1ccccc1F)N/N=C/c1cccs1
Relative energy (zero: lowest compared OMol25 entry of this formula, charge and spin) ... 74.9 kJ/mol



Record 6
C27H19Co2F2O6 as an isolated structure in a non-equilibrium geometry, computed with wB97M-V/def2-TZVPD.

Structure (ORCA input):
```
! RIJCOSX wB97M-V def2-TZVPD def2/J DEFGRID3
* xyz -1 1
Co 1.99333 3.70729 -1.80293
Co 3.32889 1.42295 -1.54967
F -5.61306 -4.01913 -0.22121
F 2.30770 -0.89636 5.99958
O 5.68576 3.15953 -1.52257
O 1.35635 3.26852 -4.60431
O -0.54332 4.93165 -1.14201
O 4.57557 -0.64713 0.09560
O 3.75900 0.41288 -4.26077
O 3.54445 6.14496 -1.92640
C 0.35402 0.77563 -1.14137
C 0.02917 -1.82473 2.62508
C -0.10631 0.22077 -2.46505
C 1.56605 -1.19524 4.88316
C 1.64941 1.24957 -1.04874
C -2.95382 -2.91224 2.01851
C -4.39116 -3.56010 0.20279
C -3.39998 -3.30808 -0.74321
C 0.49222 4.43592 -1.31050
C 1.37859 -1.36635 2.52364
C 3.38203 0.81123 -3.23001
C 2.15335 -1.06529 3.62539
C -0.62063 -2.10045 1.39649
C 2.29445 2.34265 -0.44311
C 1.68819 3.32804 -3.49630
C -1.63080 0.13360 -2.58560
C 4.01128 0.12244 -0.57414
C 4.71185 2.53484 -1.57207
C -0.48386 0.98853 -0.07821
C -2.36910 1.16437 -1.72838
C -1.95171 1.04497 -0.23371
C -2.18520 -2.83607 -0.28623
C 0.25112 -1.63220 5.05754
C -4.18930 -3.37741 1.57088
C 3.06390 5.10121 -1.76139
C -1.90793 -2.61548 1.10017
C -0.51326 -1.94917 3.93568
H -2.81323 -2.77363 3.08251
H -2.33899 1.90598 0.34234
H -2.39654 0.12834 0.19307
H 0.32594 -0.77890 -2.60760
H 1.80575 -1.25892 1.52883
H 3.18556 -0.74188 3.53283
H -1.94332 -0.86720 -2.26043
H -3.45835 1.01990 -1.80234
H -0.05465 1.21068 0.90230
H -3.59102 -3.48485 -1.79709
H -2.14400 2.19006 -2.06905
H -0.00328 -1.92003 0.51961
H -1.52988 -2.28838 4.08843
H 2.40236 2.57101 0.61159
H 0.31174 0.83704 -3.27719
H -1.38783 -2.64330 -1.00073
H -4.98611 -3.60472 2.28195
H -1.93177 0.23521 -3.63605
H -0.16961 -1.73252 6.06039
*
```

Electronic energy ... -4456.8971 Ha
Gap between HOMO and LUMO ... 3.61 eV
HOMO ... -2.47 eV
Relative energy (zero: lowest compared OMol25 entry of this formula, charge and spin) ... 0.0 kJ/mol



Record 7
A 3-piece molecular cluster, C17H40N2O4 overall in a non-equilibrium geometry, computed with wB97M-V/def2-TZVPD.

Structure (ORCA input):
```
! RIJCOSX wB97M-V def2-TZVPD def2/J DEFGRID3
* xyz 0 1
O -2.14377 2.91716 -0.96128
O -3.82440 4.54657 -1.83148
O -0.46823 1.13955 -6.12057
O -4.63767 2.47095 -0.80925
N 0.07989 -3.38592 -0.04638
N 1.75201 1.68240 2.41455
C -0.44565 1.82418 -4.78743
C 0.34488 -4.18917 -1.24500
C -1.57347 -1.92121 1.14978
C 0.59270 3.57919 1.15013
C -1.32127 -2.97260 0.07251
C 0.56139 2.16011 1.70873
C 1.08037 2.65355 4.63165
C -3.54089 3.39279 -1.22112
C 0.08911 -5.07117 1.87726
C 3.64582 2.39996 0.84788
C 0.71912 -3.87044 1.17860
C 2.17165 2.46343 3.58166
C -0.49882 1.24737 -2.13243
C 2.87062 1.28952 1.55057
C -0.50610 0.61194 -3.67019
C -0.33183 -5.55280 -1.34676
C -2.04142 1.71019 -1.82404
H 2.55387 3.45034 3.29089
H 0.68652 1.69080 4.97367
H 2.99902 1.93966 4.07733
H 1.42821 -4.32478 -1.35992
H 3.58201 0.71514 2.15839
H -0.95506 -1.03198 0.98909
H -1.98079 -3.82997 0.25846
H 0.36133 -6.00899 1.38798
H -0.23137 0.34467 -1.40693
H -0.29611 2.08186 2.38864
H -1.37662 -2.30816 2.15387
H -1.64068 -2.53139 -0.88032
H -1.39724 -5.51132 -1.10578
H -2.62309 -1.60912 1.12351
H 0.29996 -0.22430 -3.82398
H -0.42881 3.91122 0.93403
H 0.29051 2.13715 -2.04789
H 0.45918 -5.13268 2.90668
H 2.51409 0.57722 0.79511
H 3.08667 2.81096 0.00505
H -1.42993 2.47168 -4.68765
H 3.91394 3.21649 1.52337
H -2.67809 0.79617 -1.42292
H 0.75854 -3.04204 1.89687
H 1.14571 3.62850 0.20951
H 1.49159 3.17609 5.50209
H 1.77398 -4.09519 0.97655
H -1.56330 0.07836 -3.82050
H 1.02728 4.29873 1.84859
H 0.14625 -6.28958 -0.69830
H -1.33120 0.59833 -6.11956
H -1.00077 -5.00709 1.92710
H -5.00873 2.13505 -1.70039
H 0.25007 3.25785 4.25472
H -0.24544 -5.93074 -2.37139
H 0.46314 2.55450 -4.66226
H -2.55987 2.01651 -2.85474
H 0.04555 -3.59872 -2.12091
H 0.31647 1.46716 0.89394
H 4.57918 1.99605 0.44064
*
```

Electronic energy ... -1082.0155 Ha
Gap between HOMO and LUMO ... 8.16 eV
HOMO ... -8.08 eV
SMILES string ... O=C(O)OCCCCO.CCN(CC)CC.CCN(CC)CC
Relative energy (zero: lowest compared OMol25 entry of this formula, charge and spin) ... 374.8 kJ/mol



Record 8
A 3-piece molecular cluster, C31H62N2O11P2 overall in a non-equilibrium geometry, computed with wB97M-V/def2-TZVPD.

Structure (ORCA input):
```
! RIJCOSX wB97M-V def2-TZVPD def2/J DEFGRID3
* xyz 0 1
P 8.91006 0.40612 -1.31871
P -9.10258 -1.62275 -0.94735
O 9.17850 1.17902 -2.84301
O 1.35042 2.33812 3.06152
O 7.44363 -0.02865 -1.95392
O -10.43584 -2.71262 -0.78147
O 3.73725 0.79967 -0.46941
O 1.03369 4.47677 -0.08993
O 8.66979 -0.28564 0.04558
O -9.86657 -0.72946 0.21939
O -8.28552 -2.63262 0.10071
O -7.90928 -0.64729 -1.09581
O 9.76899 -0.88209 -1.94208
N 2.88379 -1.49318 0.05498
N -2.97908 -0.12994 3.16248
C 1.36895 -0.28838 2.99831
C -0.06430 5.48106 -0.24732
C 9.84867 -2.93146 -0.65267
C -2.32671 -0.48874 -1.08584
C -2.10244 2.29291 -1.87763
C -2.21601 -1.38551 2.80219
C 3.70409 1.19018 2.83619
C -9.73762 -5.03026 -0.55279
C 11.34692 0.64396 -3.80371
C 6.28134 2.05686 -2.31771
C -0.84362 -1.63814 3.66251
C 3.59360 -0.17558 0.43107
C -3.56496 2.10927 -2.62896
C -6.87849 -2.80529 -0.04453
C -3.79258 -0.62302 -1.85902
C 6.30582 0.72604 -1.59163
C -11.94825 -0.03819 -0.79121
C 10.48577 1.67384 -3.09461
C -1.52592 0.94502 -1.08456
C 1.07929 2.48979 1.62878
C 10.58090 -1.66973 -1.07543
C 1.05604 4.13894 1.34704
C -4.41623 0.70700 -2.61387
C 2.14807 1.14386 3.37468
C -10.33577 -3.96161 -1.45015
C -6.12462 -1.91333 0.92651
C -0.08851 1.12691 -0.31238
C -0.37816 1.93701 1.12210
C -10.62666 0.39067 -0.18432
C 0.02647 -0.29037 3.99675
C 4.17968 -0.12818 1.98811
H -11.78871 -0.55872 -1.73996
H 10.41378 -3.46522 0.12128
H -2.72692 0.24778 4.10191
H 8.84626 -2.72376 -0.26889
H -1.14325 2.81084 0.84670
H -10.01140 -4.87815 0.49782
H 5.33793 2.57828 -2.14058
H 5.36270 -0.02977 1.86022
H -6.45964 -0.87350 0.88456
H -6.64789 -3.85133 0.17797
H -6.56822 -2.62982 -1.08058
H -0.57172 0.71462 3.95960
H -1.08985 -2.24877 4.63118
H -1.92059 -1.44891 -0.55422
H -0.14434 -2.32433 2.98167
H 10.91169 -1.08399 -0.21058
H -5.47655 0.66245 -3.15302
H -12.47412 -0.73292 -0.12619
H -10.05334 1.00236 -0.88944
H 4.50256 1.35614 3.68797
H 0.00866 6.37213 0.50800
H 9.72035 -3.60061 -1.50974
H 10.75378 0.01103 -4.47413
H -10.81456 0.99461 0.70585
H 0.40980 -0.39685 5.12223
H -11.35787 -4.25566 -1.71356
H 0.71727 1.70230 -0.97890
H -0.94316 1.24662 1.87888
H 1.99159 -1.23774 3.34062
H 5.42585 0.14317 -1.87157
H 1.89750 2.06731 0.90874
H 3.59034 -2.19030 -0.28837
H -8.64182 -5.01629 -0.61014
H 7.09841 2.69955 -1.97732
H -9.76938 -3.85577 -2.37968
H 1.09197 -0.36785 1.86278
H 12.14296 1.12555 -4.37473
H 4.01767 -1.15801 2.54372
H -1.46105 3.27228 -1.86350
H -1.09959 4.92687 -0.06928
H -12.58851 0.82697 -0.97786
H 1.86457 4.71504 1.97142
H -4.41257 -1.62890 -1.86517
H 3.81840 2.13130 2.11111
H -10.05423 -6.02687 -0.86617
H 2.19147 -1.33773 -0.71026
H 6.27930 0.87276 -0.50635
H 10.95255 2.01602 -2.16667
H -1.99985 -1.49050 1.63492
H -6.28714 -2.25047 1.95546
H -2.95414 0.59483 2.41188
H -0.01999 5.87043 -1.35010
H 6.41131 1.91346 -3.39659
H 2.22961 1.11485 4.56625
H 11.83689 -0.01779 -3.07827
H -2.93992 -2.29915 3.06037
H 0.35396 0.05115 -0.14495
H 11.48312 -1.94803 -1.62808
H 0.00246 4.49782 1.77882
H -5.04770 -1.94043 0.71971
H -3.99640 3.06446 -3.16590
H 10.36769 2.54417 -3.74969
*
```

Electronic energy ... -2837.6037 Ha
Gap between HOMO and LUMO ... 6.30 eV
HOMO ... -8.19 eV
SMILES string ... COC[C@H](CCc1ccccc1)O[C@@H](CCCCN)CCC(N)=O.CCOP(=O)(OCC)OCC.CCOP(=O)(OCC)OCC